Record 1
DFT (wB97M-V/def2-TZVPD) results for a gas-phase ion, C5H10NS (charge +1) at a distorted geometry.

Computed properties:
E_tot: -648.982887 hartree
net charge: +1
Kohn-Sham gap (spin up / spin down): 0.2727 / 0.3187 Eh
spin multiplicity: 3
energy relative to the best compared isomer or geometry (same formula, charge and spin): 46.3 kcal/mol
largest force on an atom: 0.068 hartree/bohr

```
17
Properties=species:S:1:pos:R:3:forces:R:3
C -2.02393 0.74176 -0.72653 -3.0 1.4 -1.0
C -1.36109 0.50153 0.55044 0.8 -1.3 -2.4
C -0.23360 -0.33300 0.00466 0.6 -0.7 2.1
C -0.26180 -1.80100 -0.22810 -2.9 -1.9 -0.6
C 1.87419 0.95814 0.78716 0.8 -1.1 -1.3
N 0.93019 0.49833 -0.36606 0.0 0.0 -1.7
S -3.09035 -0.12064 0.34955 1.4 0.6 -0.5
H -1.89289 0.82603 -1.83757 0.0 -0.3 1.5
H -1.16480 1.31190 1.22393 0.0 0.3 0.4
H -1.42342 -2.21861 -0.19403 2.8 1.4 0.5
H 0.28829 -2.34438 0.58216 -0.2 0.2 -0.9
H -0.09380 -2.23443 -1.27061 0.8 1.0 1.2
H 1.31181 0.93421 1.66022 -1.0 0.0 1.5
H 2.75839 0.26772 0.87501 -1.2 0.4 -0.3
H 2.27880 1.92387 0.63228 0.0 1.1 -0.5
H 1.53366 -0.12625 -0.90148 -0.1 0.0 -0.3
H 0.57035 1.21484 -1.14103 1.2 -1.0 2.3
```
Forces are in eV/Å.



Record 2
DFT (wB97M-V/def2-TZVPD) results for 5 unconnected molecules or ions with the total composition C22H35F4N2O14PS at a distorted geometry.

Computed properties:
E_tot: -3161.219164 hartree
Kohn-Sham gap: 0.3196 Eh
spin multiplicity: 1
largest force on an atom: 0.030 hartree/bohr

```
79
Properties=species:S:1:pos:R:3:forces:R:3
C 2.39827 -1.50387 4.68467 -0.2 -0.1 0.2
O 1.78785 -1.21583 3.42977 0.1 0.1 -0.1
C 2.24095 -0.07198 2.77849 0.3 -0.1 0.1
O 2.57604 -0.35698 1.43989 0.0 -0.2 0.2
C 1.20584 1.10751 2.86037 0.6 -0.3 -0.5
C 1.14765 1.88685 1.53658 0.1 0.1 0.6
O 0.27953 3.01936 1.73574 0.0 0.0 -0.1
N 0.98889 4.20476 1.63480 -0.1 0.0 0.2
O 0.32349 5.12267 1.92728 0.0 -0.1 -0.1
N -0.11477 0.68550 3.37723 -0.1 1.2 -0.3
C -0.71549 1.56455 4.37566 -0.2 -0.3 0.1
F 0.08730 2.60793 4.65529 -0.1 0.0 0.0
F -1.88986 2.08586 3.95084 0.1 0.0 -0.1
C -0.98512 0.76632 5.68276 0.1 -0.2 0.0
F 0.01516 1.02222 6.55621 0.3 0.0 0.1
F -2.13347 1.16367 6.25475 -0.2 0.1 0.1
P -1.17665 -0.09033 2.32815 0.3 -1.4 -0.4
O -1.85154 1.03808 1.42885 -0.5 0.2 0.3
O -2.28750 -0.58554 3.37875 -0.1 0.5 -0.1
S -0.50007 -1.51172 1.22917 0.0 0.2 0.2
H 1.66791 -2.04680 5.28748 0.1 0.1 -0.2
H 3.27106 -2.15345 4.55344 0.0 0.2 0.0
H 2.66953 -0.59095 5.22629 0.0 0.0 -0.1
H 3.16385 0.26395 3.27949 -0.1 0.1 -0.1
H 2.43859 -1.30682 1.32194 -0.2 0.2 0.0
H 1.67602 1.79217 3.56531 -0.5 -0.1 0.2
H 0.79248 1.29788 0.69486 0.0 0.1 0.1
H 2.15066 2.28391 1.35513 -0.1 -0.2 -0.3
H -1.01313 -0.30609 5.48954 -0.1 0.1 0.0
H -2.42180 0.60321 0.77268 0.2 0.1 -0.2
H -3.17324 -0.50429 2.99182 0.0 -0.1 0.2
O -5.67852 -1.16131 1.02577 0.0 0.0 0.0
C -5.57110 -0.54014 0.01021 -0.1 0.1 0.2
C -6.66176 -0.03803 -0.91586 0.2 -0.1 -0.3
C -5.89005 0.31782 -2.18704 -0.1 0.0 0.1
C -4.51750 0.68225 -1.63006 0.0 0.0 -0.2
O -4.36367 -0.14594 -0.46231 0.3 0.1 0.1
H -7.12182 0.83663 -0.45342 0.0 0.0 0.0
H -7.41505 -0.80703 -1.06028 -0.1 0.0 0.1
H -6.33526 1.11888 -2.77291 0.0 0.0 0.0
H -5.80698 -0.56294 -2.82470 0.0 0.0 0.0
H -4.45749 1.72775 -1.32030 0.0 0.0 0.0
H -3.69819 0.46641 -2.31112 0.1 0.0 0.1
O -0.17733 0.35846 -2.39021 0.0 0.0 0.0
C 0.70061 1.14751 -2.58642 -0.1 0.2 -0.1
C 1.06819 1.84080 -3.88666 0.4 -0.1 0.2
C 2.45442 2.39127 -3.59124 0.1 0.1 -0.1
C 2.39763 2.61379 -2.08679 0.0 0.0 0.0
O 1.51826 1.58469 -1.59376 -0.1 0.0 -0.1
H 0.34990 2.63847 -4.07747 -0.1 -0.1 -0.1
H 1.06751 1.13828 -4.71384 -0.2 0.0 0.0
H 2.69635 3.29172 -4.14981 0.0 0.0 0.0
H 3.20876 1.63840 -3.82483 0.0 0.0 0.0
H 1.97074 3.58398 -1.82178 0.0 0.0 0.0
H 3.36233 2.50829 -1.59618 0.0 -0.1 0.1
O 1.87427 -4.37760 5.56012 0.1 -0.2 0.1
C 2.49713 -5.15483 4.90068 -0.2 0.1 -0.1
C 2.06780 -6.52096 4.40117 0.3 -0.1 0.0
C 3.39073 -7.15942 3.98114 -0.1 0.0 0.0
C 4.21667 -5.93631 3.59696 0.0 -0.1 0.0
O 3.74877 -4.88150 4.45399 0.1 0.0 0.0
H 1.39176 -6.37457 3.55725 0.0 0.0 0.0
H 1.55007 -7.06276 5.18730 -0.1 0.1 0.0
H 3.30391 -7.88350 3.17408 0.0 0.0 0.0
H 3.84695 -7.65923 4.83656 0.0 0.0 0.0
H 4.05135 -5.63383 2.56077 0.0 0.0 0.0
H 5.28376 -6.06335 3.76118 0.0 0.1 0.0
O 1.83672 2.97030 -6.76296 -0.2 0.1 0.2
C 0.82498 2.67864 -7.33103 0.3 -0.2 -0.1
C 0.69917 2.13629 -8.74245 -0.4 0.2 -0.1
C -0.78464 2.32533 -9.04572 0.1 0.0 0.0
C -1.39672 2.22960 -7.65345 -0.2 0.0 0.0
O -0.40104 2.75976 -6.75679 0.1 0.0 -0.1
H 0.98584 1.08350 -8.72794 0.1 0.0 0.0
H 1.35482 2.68194 -9.41449 0.1 -0.1 0.0
H -1.19862 1.59973 -9.74221 0.0 0.0 0.0
H -0.95347 3.32181 -9.45557 0.0 0.0 0.0
H -1.60581 1.19932 -7.35872 0.0 0.0 0.0
H -2.30280 2.81984 -7.54210 0.0 0.0 0.1
```
Forces are in eV/Å.



Record 3
DFT (wB97M-V/def2-TZVPD) results for 2 unconnected molecules or ions with the total composition C4H12O at a distorted geometry.

Computed properties:
E_tot: -234.763639 hartree
Kohn-Sham gap: 0.4013 Eh
spin multiplicity: 1
energy relative to the best compared isomer or geometry (same formula, charge and spin): 43.3 kcal/mol
largest force on an atom: 0.107 hartree/bohr

```
17
Properties=species:S:1:pos:R:3:forces:R:3
C -2.34176 -0.63156 0.71122 2.2 -2.7 1.6
C -1.19589 -0.27192 -0.24177 -0.5 2.1 0.6
C -0.27044 -1.39748 -0.51084 -0.9 0.1 -3.0
H -2.98763 -1.29634 0.14635 -0.4 -0.1 0.2
H -2.89058 0.04227 1.29962 -0.8 1.8 -0.2
H -1.92569 -1.24619 1.59994 -0.4 0.4 -1.4
H -1.75665 -0.01159 -1.13389 0.5 0.7 -0.5
H -0.47078 0.56679 0.09629 -1.9 -0.9 -0.4
H 0.39319 -1.08961 -1.33526 0.4 -0.3 0.8
H 0.13923 -1.60380 0.39340 2.2 -0.8 2.4
H -0.73128 -2.31006 -0.85688 -0.6 -0.3 -0.1
C 2.18176 1.83379 -0.15583 -2.3 0.7 0.5
O 2.96273 0.72780 -0.12927 3.7 -3.0 2.7
H 2.12626 2.22531 -1.14165 0.6 0.3 -1.1
H 1.19131 1.42182 -0.04937 -1.0 0.8 0.6
H 2.34396 2.70084 0.49672 0.4 -0.5 0.3
H 3.23227 0.33994 0.81122 -1.3 1.8 -3.0
```
Forces are in eV/Å.